Entry 1:
C55H67N4O3 as an isolated structure, computed with ωB97M-V/def2-TZVPD.

Last column: Mulliken charge in e.
CARTESIAN COORDINATES (ANGSTROEM)
C (2.046, -0.259, -2.404)  -0.441
C (1.812, -1.677, -2.933)  2.159
C (1.768, -1.608, -4.469)  -2.139
C (3.006, -2.558, -2.505)  -1.393
C (0.471, -2.236, -2.368)  -0.372
C (-0.597, -2.466, -3.252)  -0.108
C (-1.732, -3.146, -2.807)  -1.771
C (-1.717, -3.811, -1.594)  0.013
C (-0.627, -3.697, -0.729)  0.280
C (-0.507, -4.750, 0.416)  2.058
C (-0.520, -4.059, 1.772)  -1.955
C (0.753, -5.602, 0.198)  -1.843
C (-1.700, -5.725, 0.454)  -2.196
C (0.312, -2.655, -1.017)  -0.542
N (1.022, -1.968, 0.037)  1.817
C (2.154, -2.565, 0.780)  -1.334
C (2.374, -1.653, 1.935)  0.434
N (1.455, -0.531, 1.705)  1.357
C (1.573, 0.529, 2.685)  -1.435
C (2.696, 1.395, 2.596)  0.406
C (3.825, 1.423, 1.509)  1.962
C (4.124, 2.888, 1.129)  -1.676
C (3.495, 0.739, 0.193)  -1.698
C (5.090, 0.789, 2.109)  -1.833
C (2.870, 2.348, 3.603)  -0.194
C (1.855, 2.623, 4.517)  -1.439
C (0.816, 1.705, 4.647)  0.000
C (0.743, 0.561, 3.851)  0.644
C (-0.152, -0.611, 4.401)  2.052
C (-1.107, -0.137, 5.515)  -2.196
C (0.749, -1.663, 5.068)  -1.470
C (-1.034, -1.215, 3.317)  -0.709
C (0.707, -0.722, 0.544)  -1.700
C (-0.497, 0.059, 0.066)  0.096
C (-0.715, 1.270, 0.909)  1.113
C (0.250, 2.299, 1.090)  0.301
C (-0.062, 3.372, 1.914)  -0.722
C (-1.268, 3.325, 2.650)  -0.973
N (-1.277, 3.811, 3.985)  1.201
O (-2.142, 3.323, 4.757)  -0.636
O (-0.397, 4.597, 4.383)  -0.634
C (-2.296, 2.401, 2.342)  -1.386
C (-2.010, 1.417, 1.418)  -0.277
H (1.719, -0.237, -1.360)  -0.056
H (3.105, 0.041, -2.489)  0.836
H (1.429, 0.477, -2.923)  -0.612
H (1.455, -2.572, -4.891)  0.446
H (1.081, -0.818, -4.801)  0.359
H (2.766, -1.371, -4.857)  0.454
H (2.739, -3.622, -2.465)  0.270
H (3.841, -2.440, -3.211)  0.471
H (3.392, -2.249, -1.525)  0.168
H (-0.560, -2.147, -4.296)  0.671
H (-2.615, -3.197, -3.448)  0.537
H (-2.575, -4.439, -1.331)  0.376
H (-1.477, -3.541, 1.907)  0.535
H (-0.393, -4.789, 2.586)  0.562
H (0.268, -3.316, 1.868)  0.565
H (0.627, -6.246, -0.683)  0.442
H (1.654, -5.012, 0.013)  0.303
H (0.933, -6.245, 1.069)  0.372
H (-1.719, -6.393, -0.413)  0.461
H (-1.623, -6.348, 1.355)  0.394
H (-2.650, -5.186, 0.517)  0.486
H (1.920, -3.573, 1.130)  0.568
H (3.045, -2.650, 0.146)  0.719
H (2.160, -2.145, 2.892)  -0.290
H (3.415, -1.317, 2.056)  -0.456
H (4.648, 3.434, 1.919)  0.508
H (4.755, 2.934, 0.232)  0.428
H (3.194, 3.422, 0.895)  0.262
H (3.360, -0.342, 0.294)  0.200
H (2.601, 1.180, -0.263)  -0.028
H (4.328, 0.880, -0.517)  0.790
H (4.930, -0.260, 2.382)  0.349
H (5.920, 0.816, 1.389)  0.435
H (5.403, 1.316, 3.017)  0.358
H (3.778, 2.943, 3.654)  0.404
H (1.892, 3.498, 5.152)  0.454
H (0.105, 1.868, 5.464)  0.220
H (-1.788, 0.644, 5.157)  0.363
H (-1.719, -0.983, 5.860)  0.422
H (-0.556, 0.235, 6.386)  0.490
H (1.386, -2.195, 4.356)  0.287
H (1.407, -1.173, 5.800)  0.412
H (0.146, -2.421, 5.590)  0.465
H (-0.449, -1.424, 2.421)  -0.833
H (-1.505, -2.151, 3.659)  0.896
H (-1.824, -0.504, 3.037)  0.095
H (-1.362, -0.645, 0.050)  0.513
H (1.192, 2.283, 0.528)  0.093
H (0.621, 4.197, 2.111)  0.470
H (-3.231, 2.460, 2.867)  0.582
H (-2.794, 0.721, 1.089)  0.713
C (2.300, 5.268, -4.113)  -0.800
O (1.723, 4.077, -4.669)  -0.450
C (0.766, 3.434, -3.934)  0.453
C (0.340, 3.838, -2.657)  -0.940
C (-0.328, 2.925, -1.840)  0.108
C (-0.695, 1.661, -2.328)  0.251
C (-1.433, 0.588, -1.542)  1.933
C (-2.878, 1.022, -1.610)  0.511
C (-4.038, 0.242, -2.032)  0.243
C (-4.232, -1.075, -2.448)  -0.034
C (-5.363, -1.395, -3.219)  -0.538
C (-6.355, -0.450, -3.541)  -0.791
C (-6.229, 0.857, -3.057)  -0.808
C (-5.078, 1.166, -2.342)  -0.470
N (-4.604, 2.448, -2.069)  0.263
C (-5.359, 3.670, -2.252)  -1.082
C (-3.322, 2.364, -1.605)  -0.608
C (-0.486, 1.379, -3.694)  -0.932
C (0.255, 2.244, -4.480)  -0.431
H (3.028, 5.570, -4.861)  0.246
H (1.535, 6.043, -3.971)  0.325
H (2.786, 5.051, -3.152)  0.309
H (0.613, 4.830, -2.294)  0.453
H (-0.649, 3.252, -0.847)  0.396
H (-1.304, -0.359, -2.104)  -1.566
H (-3.510, -1.827, -2.120)  0.402
H (-5.488, -2.416, -3.577)  0.407
H (-7.197, -0.721, -4.191)  0.363
H (-6.956, 1.638, -3.279)  0.303
H (-6.427, 3.446, -2.155)  0.400
H (-5.058, 4.385, -1.482)  0.368
H (-5.194, 4.122, -3.242)  0.327
H (-2.754, 3.283, -1.426)  0.628
H (-0.905, 0.467, -4.147)  0.553
H (0.515, 2.017, -5.514)  0.464

## Properties
* net charge: +1
* energy above the lowest of the compared OMol25 structures with the same formula, charge and spin: 174.46 kJ/mol
* Kohn-Sham gap: 6.91 eV

***

Entry 2:
C55H68BClFN4O24P2S as an isolated structure, computed with ωB97M-V/def2-TZVPD.

Last column: Mulliken charge in e.
CARTESIAN COORDINATES (ANGSTROEM)
C (6.854, 0.023, 0.326)  -1.004
C (5.509, -0.110, 1.249)  0.121
C (4.614, 1.255, 1.383)  -0.209
C (5.049, 2.485, 0.398)  -0.786
C (4.754, 2.206, -1.214)  -0.221
C (3.205, 2.475, -1.666)  -0.877
C (2.121, 1.343, -1.206)  0.432
C (2.592, -0.226, -1.559)  0.756
C (1.412, -1.216, -2.065)  1.313
N (0.708, -0.655, -3.322)  -0.764
C (1.468, 0.052, -4.158)  0.775
O (2.335, 0.805, -4.893)  -0.548
C (0.083, -1.228, -1.032)  -0.974
B (-1.267, -0.559, -1.679)  0.379
O (-2.196, -1.155, -2.677)  -0.636
N (-1.652, 0.896, -1.302)  0.187
C (-1.966, 1.688, -2.555)  -0.786
C (-2.782, 0.916, -0.294)  -0.394
N (-0.089, -2.482, -0.224)  0.383
P (-1.532, -3.491, -0.540)  0.550
O (-1.579, -4.857, 0.255)  -0.643
C (1.208, -3.246, 0.085)  -2.150
N (1.917, -2.224, 1.004)  -0.382
C (1.919, -2.661, 2.303)  0.194
S (1.854, -3.133, 3.945)  -0.077
C (2.109, -3.785, -1.169)  2.206
C (3.677, -3.688, -0.687)  -0.523
C (4.871, -4.515, -1.297)  1.172
C (6.184, -4.048, -0.337)  -1.054
C (5.004, -6.124, -1.265)  -1.211
C (1.753, -5.360, -1.311)  0.486
F (0.371, -5.693, -1.845)  -0.463
C (1.891, -6.406, -0.112)  -0.973
C (2.564, -6.119, 1.314)  -0.591
C (1.870, -2.786, -2.416)  -0.280
Cl (0.360, -3.224, -3.513)  -0.125
P (3.085, -2.901, -3.938)  0.174
C (4.736, -1.954, -3.659)  -0.456
O (3.547, -4.603, -4.203)  -0.424
H (7.600, -0.836, 0.691)  0.348
H (7.447, 1.025, 0.446)  0.314
H (6.608, -0.250, -0.802)  0.143
H (4.791, -0.968, 0.898)  -0.309
H (5.877, -0.408, 2.343)  0.403
H (4.761, 1.641, 2.500)  0.392
H (3.485, 0.961, 1.291)  -0.077
H (6.181, 2.799, 0.476)  0.282
H (4.422, 3.435, 0.754)  0.355
H (5.415, 3.022, -1.783)  0.319
H (5.156, 1.169, -1.586)  -0.028
H (2.877, 3.488, -1.126)  0.352
H (3.073, 2.709, -2.829)  0.269
H (1.092, 1.498, -1.792)  -0.295
H (1.826, 1.356, -0.069)  0.336
H (3.141, -0.552, -0.550)  -1.490
H (3.478, -0.020, -2.300)  0.059
H (0.405, -0.424, -0.201)  -0.092
H (-3.107, -1.307, -2.291)  0.368
H (-1.475, 1.235, -3.541)  0.264
H (-3.145, 1.740, -2.685)  0.320
H (-1.504, 2.783, -2.467)  0.126
H (-2.942, 2.058, 0.012)  0.032
H (-3.783, 0.484, -0.725)  0.269
H (-2.388, 0.366, 0.668)  0.058
H (-0.353, -2.143, 0.766)  0.899
H (-2.681, -2.720, -0.035)  0.139
H (-1.844, -3.764, -1.903)  0.130
H (0.824, -4.064, 0.830)  1.389
H (3.831, -3.799, 0.495)  0.455
H (3.952, -2.535, -0.860)  -1.058
H (5.301, -4.229, -2.366)  -0.390
H (6.066, -2.931, 0.008)  0.167
H (6.267, -4.797, 0.588)  0.287
H (7.182, -4.237, -0.962)  0.397
H (6.157, -6.368, -1.473)  0.406
H (4.750, -6.686, -0.283)  0.198
H (4.454, -6.561, -2.231)  0.185
H (2.435, -5.762, -2.211)  0.260
H (2.476, -7.361, -0.543)  0.363
H (0.830, -6.891, 0.172)  0.439
H (1.945, -5.434, 2.072)  0.110
H (3.676, -5.765, 1.350)  0.077
H (2.585, -7.175, 1.882)  0.366
H (4.631, -0.957, -4.310)  0.437
H (5.660, -2.524, -4.142)  0.384
H (4.938, -1.617, -2.562)  -0.207
H (3.545, -4.804, -5.187)  0.380
C (-2.075, 0.691, 6.563)  -0.959
C (-1.355, 0.305, 5.508)  0.112
C (-1.706, 0.746, 4.130)  1.124
O (-1.014, 0.390, 3.182)  -0.442
C (-2.891, 1.600, 3.960)  -0.871
C (-3.613, 1.983, 5.015)  0.082
C (-3.246, 1.565, 6.396)  0.883
O (-3.919, 1.948, 7.347)  -0.548
O (-4.729, 2.784, 4.862)  -0.095
O (-0.255, -0.519, 5.658)  -0.560
H (-1.831, 0.379, 7.571)  0.460
H (-3.145, 1.899, 2.951)  0.514
H (-5.077, 2.923, 5.770)  0.182
H (0.096, -0.653, 4.751)  0.242
C (-1.346, 7.670, -0.700)  -0.806
C (-1.375, 6.429, -0.209)  0.272
C (-2.608, 5.598, -0.282)  0.810
O (-2.599, 4.454, 0.160)  -0.458
C (-3.808, 6.196, -0.888)  -0.994
C (-3.780, 7.438, -1.375)  0.466
C (-2.539, 8.259, -1.327)  0.827
O (-2.539, 9.391, -1.800)  -0.595
O (-4.905, 8.007, -1.943)  -0.570
O (-0.258, 5.870, 0.384)  -0.595
H (-0.456, 8.285, -0.656)  0.435
H (-4.703, 5.587, -0.918)  0.490
H (-4.630, 8.908, -2.220)  0.354
H (-0.532, 4.967, 0.656)  0.309
C (-7.692, 6.805, 4.884)  -0.906
C (-8.607, 7.477, 4.184)  0.273
C (-8.967, 7.077, 2.795)  0.898
O (-9.826, 7.703, 2.184)  -0.603
C (-8.261, 5.929, 2.204)  -0.772
C (-7.344, 5.259, 2.903)  0.283
C (-7.004, 5.642, 4.301)  0.839
O (-6.169, 4.996, 4.925)  -0.525
O (-6.674, 4.181, 2.353)  -0.565
O (-9.256, 8.572, 4.724)  -0.561
H (-7.422, 7.083, 5.895)  0.454
H (-8.520, 5.660, 1.188)  0.460
H (-6.065, 3.866, 3.056)  0.265
H (-9.870, 8.883, 4.024)  0.350
C (6.118, -2.278, -8.719)  -0.677
C (5.163, -2.962, -8.088)  0.296
C (5.412, -4.332, -7.559)  0.941
O (4.520, -4.929, -6.967)  -0.714
C (6.741, -4.924, -7.779)  -0.971
C (7.696, -4.241, -8.414)  0.371
C (7.454, -2.861, -8.918)  0.880
O (8.357, -2.251, -9.481)  -0.588
O (8.946, -4.792, -8.627)  -0.560
O (3.904, -2.422, -7.900)  -0.619
H (5.951, -1.281, -9.106)  0.434
H (6.903, -5.927, -7.406)  0.446
H (9.457, -4.103, -9.104)  0.354
H (3.394, -3.109, -7.417)  0.359
C (-7.401, 0.276, 5.163)  -0.485
C (-7.638, 0.904, 6.317)  0.071
C (-8.820, 0.561, 7.156)  0.740
O (-9.001, 1.141, 8.220)  -0.610
C (-9.740, -0.475, 6.660)  -0.896
C (-9.505, -1.100, 5.504)  0.331
C (-8.308, -0.776, 4.680)  0.773
O (-8.109, -1.380, 3.631)  -0.629
O (-10.366, -2.072, 5.031)  -0.559
O (-6.792, 1.896, 6.777)  -0.342
H (-6.545, 0.514, 4.545)  0.509
H (-10.604, -0.702, 7.270)  0.426
H (-9.978, -2.373, 4.181)  0.350
H (-7.176, 2.192, 7.630)  0.300

## Properties
* net charge: +1
* Kohn-Sham gap: 7.03 eV